#w
Here is a 2-piece molecular cluster, C5H11NO2 overall from the OMol25 dataset. Energies are from ωB97M-V/def2-TZVPD.

Structure (XYZ):
```
19
Properties=species:S:1:pos:R:3:nbo_charge:R:1
O 0.694 1.920 -1.179 -0.6388
C -0.445 1.421 -1.036 0.5399
N -0.592 0.128 -0.311 -0.4493
C 0.429 -0.576 0.256 -0.2297
C -0.210 -1.536 1.307 -0.4004
C -1.658 -1.721 0.785 -0.4198
C -1.912 -0.412 -0.005 -0.2185
H -1.341 1.941 -1.437 0.1511
H 0.957 -1.213 -0.489 0.1854
H 1.135 0.079 0.820 0.2472
H 0.296 -2.504 1.320 0.2141
H -0.084 -1.049 2.262 0.2069
H -2.416 -1.762 1.585 0.2192
H -1.722 -2.667 0.242 0.2145
H -2.428 0.412 0.512 0.1928
H -2.539 -0.677 -0.897 0.1945
O 2.920 0.715 0.041 -0.9760
H 3.788 1.103 0.016 0.4650
H 2.350 1.306 -0.491 0.5020
```

## Properties
SMILES = O=CN1CCCC1.O
Orbital gap = 9.71 eV
HOMO level = -8.8 eV
Spin multiplicity = 1

***

#x
Here is C5H11NO2 as an isolated structure from the OMol25 dataset. Energies are from ωB97M-V/def2-TZVPD.

Structure (XYZ):
```
19
Properties=species:S:1:pos:R:3:nbo_charge:R:1
O -0.706 -0.918 -0.929 -0.6199
C -0.783 0.510 -1.286 0.2407
C -0.231 1.243 -0.106 -0.0052
C 1.078 0.545 0.308 -0.4589
C 1.012 -0.300 1.519 -0.2715
C 0.161 -1.293 1.885 -0.3243
N -0.243 1.972 -1.326 -0.0642
H -1.522 0.516 -2.139 0.2999
H -0.703 1.798 0.692 0.2292
H 1.780 1.420 0.160 0.2501
H 1.370 -0.183 -0.500 0.2604
H 1.879 -0.392 2.156 0.2171
H -0.861 -1.314 1.600 0.2584
H 0.396 -2.190 2.549 0.2015
H 2.118 1.097 -2.644 -0.0271
H 2.453 1.308 -3.369 0.0252
H -1.440 -1.101 -0.319 0.5330
H -3.280 -1.648 0.932 0.4514
O -2.477 -1.069 0.816 -1.1958
```

## Properties
Orbital gap = 4.77 eV
HOMO level = -8.2 eV
Spin multiplicity = 1

***

Most stable = #w

***

#w
Here is a 2-piece molecular cluster, C5H11NO2 overall from the OMol25 dataset. Energies are from ωB97M-V/def2-TZVPD.

Structure (XYZ):
```
19
Properties=species:S:1:pos:R:3:nbo_charge:R:1
C 0.959 3.225 1.229 -0.3851
C 1.304 1.989 0.915 -0.1782
C 0.875 1.299 -0.347 -0.4395
C -0.072 0.136 -0.047 -0.2156
N -0.519 -0.460 -1.301 -0.6238
C -1.685 -1.164 -1.444 0.5334
O -1.815 -2.088 -2.214 -0.5902
H 0.336 3.834 0.582 0.1881
H 1.202 3.702 2.170 0.2014
H 1.905 1.407 1.611 0.2006
H 0.433 2.028 -1.021 0.2128
H 1.752 0.933 -0.885 0.2044
H -0.880 0.495 0.591 0.2144
H 0.553 -0.570 0.499 0.1791
H 0.245 -0.853 -1.838 0.3883
H -2.495 -0.747 -0.821 0.1072
O 0.620 -2.251 2.490 -0.9391
H 1.399 -2.807 2.406 0.4735
H 0.180 -2.223 1.637 0.4684
```

## Properties
SMILES = C=CCCNC=O.O
Orbital gap = 10.39 eV
HOMO level = -9.8 eV
Spin multiplicity = 1

***

#x
Here is C5H11NO2 as an isolated structure from the OMol25 dataset. Energies are from ωB97M-V/def2-TZVPD.

Structure (XYZ):
```
19
Properties=species:S:1:pos:R:3:nbo_charge:R:1
C 0.783 -0.158 -0.401 0.6047
C 1.853 -0.362 0.669 -0.7098
C 0.923 1.172 -1.126 -0.6963
C -1.922 0.691 0.095 -0.4251
N -0.834 -0.156 0.584 -0.5918
C -1.004 -1.642 0.339 0.6036
O 0.478 -1.192 -1.115 -0.7689
O -0.664 -2.416 1.192 -0.5543
H -0.634 0.000 1.569 0.4015
H -1.705 -1.835 -0.480 0.1455
H 1.584 -1.220 1.290 0.2405
H 0.882 2.021 -0.440 0.2037
H 2.005 0.530 1.281 0.2003
H 2.787 -0.607 0.162 0.2420
H 0.154 1.274 -1.891 0.2233
H 1.898 1.185 -1.616 0.2424
H -2.090 0.465 -0.957 0.2188
H -1.654 1.743 0.186 0.2170
H -2.839 0.507 0.659 0.2031
```

## Properties
Orbital gap = 9.50 eV
HOMO level = -8.8 eV
Spin multiplicity = 1

***

#y
Here is a 2-piece molecular cluster, C5H11NO2 overall from the OMol25 dataset. Energies are from ωB97M-V/def2-TZVPD.

Structure (XYZ):
```
19
Properties=species:S:1:pos:R:3:nbo_charge:R:1
C -2.139 -0.199 -0.997 -0.5025
C -1.148 -0.234 -0.091 0.1872
N -1.393 -1.092 1.000 -0.8549
C 0.052 0.595 -0.089 -0.4304
C 0.638 1.437 1.031 -0.5054
C 1.418 0.570 2.004 0.4226
O 2.008 -0.372 1.526 -0.5241
H -2.975 -0.648 -1.096 0.1871
H -1.984 0.559 -1.774 0.1842
H -2.274 -1.540 1.182 0.3979
H -0.603 -1.293 1.762 0.3861
H 0.088 1.370 -0.937 0.2433
H 0.778 -0.284 -0.529 0.2183
H -0.128 1.989 1.636 0.2216
H 1.160 2.202 0.647 0.2370
H 1.286 0.571 3.086 0.1322
O 1.727 -0.974 -3.144 -0.9252
H 2.032 -1.869 -3.023 0.4630
H 1.459 -0.788 -2.194 0.4620
```

## Properties
SMILES = C=C(N)CCC=O.O
Orbital gap = 8.68 eV
HOMO level = -8.0 eV
Spin multiplicity = 1

***

Most stable = #w

***

#w
Here is one molecule with the formula C5H11NO2 from the OMol25 dataset. Energies are from ωB97M-V/def2-TZVPD.

Structure (XYZ):
```
19
Properties=species:S:1:pos:R:3:nbo_charge:R:1
C 0.519 1.695 0.324 -0.6552
C 0.838 0.244 0.241 0.2195
C 2.281 -0.115 0.143 -0.6489
O -0.049 -0.546 1.270 -0.5263
C -0.213 -0.795 -0.101 0.4667
O 0.252 -2.092 -0.519 -0.7274
C -1.496 -0.356 -0.799 -0.2652
N -2.517 0.127 0.122 -0.8253
H -0.561 1.877 0.434 0.2498
H 0.873 2.238 -0.557 0.2173
H 0.974 2.117 1.226 0.2235
H 2.788 0.468 -0.631 0.2250
H 2.769 0.054 1.110 0.2210
H 2.465 -1.166 -0.099 0.2369
H 0.327 -2.631 0.285 0.4865
H -1.883 -1.223 -1.347 0.1894
H -1.279 0.419 -1.541 0.1960
H -3.388 0.283 -0.377 0.3576
H -2.698 -0.597 0.815 0.3590
```

## Properties
SMILES = CC1(C)O[C@@]1(O)CN
Orbital gap = 10.18 eV
HOMO level = -9.3 eV
Spin multiplicity = 1

***

#x
Here is one molecule with the formula C5H11NO2 from the OMol25 dataset. Energies are from ωB97M-V/def2-TZVPD.

Structure (XYZ):
```
19
Properties=species:S:1:pos:R:3:nbo_charge:R:1
C -2.023 0.136 0.632 -0.6118
C -0.735 -0.054 -0.131 0.0972
C -0.385 -1.500 -0.387 -0.6465
C -0.348 0.933 -1.167 -0.2475
N 0.252 1.165 0.125 -0.4298
C 1.578 0.815 0.434 0.5000
O 1.560 0.129 1.659 -0.7244
O 2.250 0.019 -0.540 -0.7539
H -2.856 -0.252 0.043 0.2046
H -1.991 -0.400 1.579 0.2112
H -2.199 1.191 0.817 0.2262
H 0.601 -1.588 -0.833 0.2429
H -0.412 -2.086 0.532 0.2013
H -1.114 -1.921 -1.081 0.2241
H 0.294 0.592 -1.973 0.2080
H -1.074 1.692 -1.439 0.1941
H 2.138 1.748 0.609 0.1462
H 1.272 -0.788 1.567 0.4742
H 3.196 0.169 -0.446 0.4838
```

## Properties
SMILES = CC1(C)CN1C(O)O
Orbital gap = 10.10 eV
HOMO level = -9.3 eV
Spin multiplicity = 1

***

#y
Here is a 2-piece molecular cluster, C5H11NO2 overall from the OMol25 dataset. Energies are from ωB97M-V/def2-TZVPD.

Structure (XYZ):
```
19
Properties=species:S:1:pos:R:3:nbo_charge:R:1
O 1.096 2.538 -0.883 -0.3844
N 0.646 2.649 0.238 0.5378
O 0.145 3.659 0.692 -0.3667
C 0.761 1.517 1.163 -0.1516
C 0.556 0.129 0.482 -0.4655
C 2.029 0.771 1.151 -0.4061
H 0.252 1.714 2.097 0.2478
H 0.725 0.093 -0.586 0.2682
H 0.250 -0.674 1.137 0.2452
H 2.386 0.352 2.080 0.2267
H 2.779 1.029 0.419 0.2405
C -1.844 -1.129 -0.787 -0.5987
C -1.099 -2.352 -1.270 -0.6193
H -2.450 -0.691 -1.572 0.2057
H -2.497 -1.341 0.052 0.1968
H -1.040 -0.272 -0.246 0.2127
H -1.786 -3.149 -1.556 0.2109
H -0.439 -2.733 -0.485 0.1968
H -0.472 -2.112 -2.125 0.2032
```

## Properties
SMILES = O=[N+]([O-])C1CC1.CC
Orbital gap = 10.02 eV
HOMO level = -9.7 eV
Spin multiplicity = 1

***

Most stable = #w

***

#w
Here is a 2-piece molecular cluster, C5H11NO2 overall from the OMol25 dataset. Energies are from ωB97M-V/def2-TZVPD.

Structure (XYZ):
```
19
Properties=species:S:1:pos:R:3:nbo_charge:R:1
C -2.259 -0.131 0.574 -0.6060
C -0.988 -0.243 -0.258 -0.3397
C -0.240 1.081 -0.509 -0.4327
C 0.866 0.755 0.535 -0.1671
N 2.264 0.807 0.195 -0.8178
C 0.305 -0.657 0.715 0.6540
O 0.487 -1.551 1.480 -0.5457
H -2.085 0.451 1.477 0.2049
H -2.610 -1.116 0.871 0.2191
H -3.043 0.373 0.009 0.2113
H -1.236 -0.775 -1.180 0.2039
H -0.801 1.989 -0.291 0.2086
H 0.166 1.153 -1.517 0.2167
H 0.724 1.299 1.474 0.2171
H 2.426 0.354 -0.698 0.3724
H 2.592 1.761 0.121 0.3599
O 1.308 -1.602 -1.245 -0.9493
H 1.821 -2.090 -0.590 0.4928
H 0.303 -1.859 -1.162 0.4976
```

## Properties
SMILES = C[C@H]1C[C@H](N)C1=O.O
Orbital gap = 10.04 eV
HOMO level = -9.2 eV
Spin multiplicity = 1

***

#x
Here is one molecule with the formula C5H11NO2 from the OMol25 dataset. Energies are from ωB97M-V/def2-TZVPD.

Structure (XYZ):
```
19
Properties=species:S:1:pos:R:3:nbo_charge:R:1
C -1.090 1.435 -1.554 -0.3055
O 0.222 0.938 -1.122 -0.5950
C 0.914 1.373 -0.069 -0.0663
C 0.571 1.069 1.415 -0.4650
C 0.741 -0.430 1.418 -0.4790
C -0.568 -1.456 1.223 -0.0261
N -0.787 -2.085 0.107 -0.0730
O -0.240 -1.485 -0.976 -0.5545
H -1.380 1.065 -2.700 0.2259
H -0.901 2.554 -1.833 0.1963
H -2.022 1.081 -0.753 0.2118
H 1.979 0.890 -0.321 0.1867
H 1.138 2.429 -0.548 0.1787
H -0.394 1.364 1.722 0.2338
H 1.681 1.586 1.789 0.2319
H 1.433 -0.665 0.364 0.1953
H 1.400 -0.842 2.307 0.2364
H -0.908 -1.748 2.251 0.1968
H 0.211 -0.696 -0.830 0.4706
```

## Properties
SMILES = COCCC/C=N\O
Orbital gap = 10.07 eV
HOMO level = -9.4 eV
Spin multiplicity = 1

***

Most stable = #w

***

#w
Here is a 2-piece molecular cluster, H2NOS overall from the OMol25 dataset. Energies are from ωB97M-V/def2-TZVPD.

Structure (XYZ):
```
5
Properties=species:S:1:pos:R:3:nbo_charge:R:1
N 0.333 1.278 0.623 0.0354
O 0.696 1.982 1.634 -0.3418
S 0.367 -1.066 -1.556 -1.0583
H -0.569 1.663 0.292 0.2686
H 1.506 -0.731 -0.791 0.0960
```

## Properties
Orbital gap = 5.38 eV
HOMO level = -2.4 eV
Spin multiplicity = 1
Net charge = -1

***

#x
Here is a 2-piece molecular cluster, H2NOS overall from the OMol25 dataset. Energies are from ωB97M-V/def2-TZVPD.

Structure (XYZ):
```
5
Properties=species:S:1:pos:R:3:nbo_charge:R:1
N 0.753 -0.002 -0.340 -0.0566
O 1.572 0.137 0.565 -0.4533
S -1.145 -0.267 0.314 -0.3472
H 0.145 1.772 -1.086 -0.2134
H -1.324 -1.640 0.547 0.0704
```

## Properties
Orbital gap (alpha / beta) = 7.36 / 6.75 eV
HOMO level (alpha / beta) = -3.1 / -2.6 eV
Spin multiplicity = 1
Net charge = -1

***

Most stable = #w

***

#w
Here is one molecule with the formula C4H7N3S from the OMol25 dataset. Energies are from ωB97M-V/def2-TZVPD.

Structure (XYZ):
```
15
Properties=species:S:1:pos:R:3:nbo_charge:R:1
H -0.870 1.990 0.062 0.3274
N 0.048 2.333 0.075 -0.6392
C 0.916 1.433 -0.032 0.2739
N 0.805 0.014 -0.124 -0.3337
C 1.997 -0.679 -0.187 -0.0711
S 3.567 -0.300 0.107 -0.0699
N -0.289 -0.958 -0.038 -0.2373
C -1.534 -0.604 -0.644 -0.2681
C -1.413 -0.763 0.853 -0.2622
H 2.027 1.635 -0.072 0.2101
H 1.670 -1.687 -0.554 0.2127
H -2.015 -1.409 -1.251 0.2146
H -1.885 0.419 -1.076 0.2188
H -1.626 -1.617 1.467 0.2201
H -1.397 0.192 1.414 0.2042
```

## Properties
SMILES = [H]/N=C\N(C=S)N1CC1
Orbital gap = 8.88 eV
HOMO level = -8.7 eV
Spin multiplicity = 1

***

#x
Here is one molecule with the formula C4H7N3S from the OMol25 dataset. Energies are from ωB97M-V/def2-TZVPD.

Structure (XYZ):
```
15
Properties=species:S:1:pos:R:3:nbo_charge:R:1
C 0.078 2.179 -0.068 -0.4062
C 1.031 1.260 -0.003 -0.0397
N 0.875 -0.165 -0.046 -0.4255
C 1.984 -0.964 -0.051 -0.0720
S 3.559 -0.550 -0.032 -0.0797
C -0.371 -0.831 -0.061 0.2012
N -1.488 -0.228 -0.037 -0.2665
N -2.617 -1.020 -0.117 -0.6333
H 0.386 3.191 0.003 0.2047
H -1.005 1.965 -0.152 0.2376
H 2.060 1.544 0.095 0.2309
H 1.682 -2.023 -0.096 0.1881
H -0.265 -1.907 -0.107 0.1554
H -2.504 -1.936 0.345 0.3368
H -3.404 -0.516 0.328 0.3681
```

## Properties
SMILES = C=CN(C=S)/C=N/N
Orbital gap = 8.65 eV
HOMO level = -8.4 eV
Spin multiplicity = 1

***

Most stable = #x